(1)
C17H28Si3 | ωB97M-V/def2-TZVPD

Cartesian coordinates (Å):
1 Si 2.2041 -0.1977 1.6894
2 Si -0.9314 1.6332 1.0404
3 Si 0.0284 -0.6783 0.7898
4 C -0.3149 2.8525 2.4595
5 C -2.5047 -0.9077 -1.2058
6 C -3.4902 -1.2144 -3.4118
7 C 1.2460 -1.6304 -2.9695
8 C -2.2477 -1.4889 -3.9733
9 C -1.0142 -1.8667 1.7308
10 C -3.6140 -0.9317 -2.0290
11 C -2.7663 2.0669 0.7418
12 C -0.0608 -1.1140 -0.9889
13 C 0.1416 -1.8885 -3.6719
14 C 1.1501 -1.2857 -1.5642
15 C -0.1282 2.4169 -0.4983
16 C 2.3458 0.5251 3.3760
17 C -1.2571 -1.2355 -1.7584
18 C -1.0915 -1.6168 -3.1268
19 C 3.2456 0.9418 0.6325
20 C 3.2704 -1.7203 1.8399
21 H 0.8705 2.7860 -0.1818
22 H -0.7407 3.0987 -1.0584
23 H -1.2003 -1.3363 2.6205
24 H -4.6116 -0.5884 -1.7322
25 H -3.0590 2.2242 -0.3093
26 H 0.2376 -2.0097 -4.7151
27 H 2.2080 -1.8696 -3.4310
28 H -3.2318 2.9069 1.2246
29 H -0.9421 2.7696 3.3431
30 H -0.3937 3.8031 1.8570
31 H 2.7494 -2.5617 2.3497
32 H 0.0954 1.6202 -1.1957
33 H 0.7278 2.6298 2.6036
34 H -1.8808 -2.1303 1.1376
35 H 4.2399 -1.5893 2.2617
36 H -2.1040 -1.6018 -5.0709
37 H -2.5649 -0.6222 -0.1795
38 H 3.3390 -1.9390 0.8452
39 H 2.0531 -1.2695 -0.9894
40 H 1.5887 0.2768 4.1841
41 H -4.2462 -1.0710 -4.2161
42 H -3.1694 1.2383 1.2676
43 H -0.5537 -2.7803 2.0461
44 H 4.0494 0.3288 0.2472
45 H 3.6339 1.7055 1.1910
46 H 2.7857 1.3099 -0.2700
47 H 3.3985 0.3541 3.7802
48 H 2.5106 1.6571 3.2877

Calculated values
* total energy: -41715.844 eV
* spin multiplicity: 1
* charge: 0
* SMILES: C[Si](C)(C)[Si](C)(c1cccc2ccccc12)[Si](C)(C)C

=====

(2)
C17H29AsN5OSSi2W | ωB97M-V/def2-TZVPD

Cartesian coordinates (Å):
1 W 1.0568 0.9538 -0.5252
2 As -1.3592 -0.6850 -0.7065
3 S -0.8879 2.2874 0.1628
4 Si -3.3401 -0.1488 -2.2920
5 Si -2.3551 -1.9065 1.1208
6 O 2.8270 0.9915 -1.5460
7 N 1.4959 1.9918 1.2140
8 N -0.9063 4.3950 2.0507
9 N 1.7263 -0.9923 0.0395
10 N 0.7803 2.8936 2.1113
11 N 1.7837 -2.0929 -0.6986
12 C -1.5081 -1.0854 2.5129
13 C 5.1082 2.0579 1.1034
14 C 2.9256 -2.5634 1.1001
15 C -4.5704 0.8839 -1.3043
16 C 2.4543 -3.0762 -0.1431
17 C 6.3319 1.9859 0.4685
18 C -4.2134 -1.6787 -2.8400
19 C 3.8707 1.7402 0.4879
20 C 5.1260 1.4419 -1.5890
21 C -2.4820 0.7138 -3.6673
22 C 2.4071 -1.2371 1.1289
23 C 6.2927 1.7356 -0.8949
24 C -0.3836 3.2271 1.5994
25 C 2.7869 2.1229 1.3960
26 C -1.9910 -3.7000 1.0702
27 C -4.1314 -1.7956 1.1533
28 C 3.9415 1.3220 -0.8940
29 H -4.7270 -2.1246 -1.9761
30 H -1.7326 0.0475 -4.1265
31 H -0.3989 -1.2536 2.5163
32 H -4.4396 -0.8535 1.6014
33 H -4.1477 1.7415 -0.8231
34 H 2.6254 -3.9921 -0.7626
35 H -1.9028 -1.2883 3.5202
36 H 1.1120 -2.0232 -1.4571
37 H 3.5703 -3.1008 1.7789
38 H -3.2495 1.0138 -4.4227
39 H -2.2937 -3.9298 2.0890
40 H -3.5871 -2.3975 -3.3448
41 H 5.1291 1.2624 -2.6542
42 H -2.6767 -4.2301 0.4088
43 H -1.6846 -0.0120 2.3706
44 H 7.2030 1.8007 -1.4726
45 H 5.1086 2.3738 2.1458
46 H -4.6202 -1.8102 0.1715
47 H -4.9632 -1.3753 -3.5826
48 H 3.0802 2.6192 2.3202
49 H -1.9804 1.6360 -3.3434
50 H -5.0328 0.2603 -0.5229
51 H -0.9961 -4.0710 0.9407
52 H -4.4985 -2.6495 1.7163
53 H -0.2306 4.9498 2.5789
54 H 7.2498 2.1161 1.0311
55 H 2.4490 -0.4992 1.8846
56 H -1.7657 4.8310 1.7615
57 H -5.3864 1.1763 -1.9657

Calculated values
* total energy: -116845.254 eV
* spin multiplicity: 3
* charge: +1

=====

(3)
C17H29AuCl2N2S | ωB97M-V/def2-TZVPD

Cartesian coordinates (Å):
1 Au 0.6215 1.8212 0.5068
2 Cl -0.5995 4.8918 1.2307
3 Cl 0.0124 2.7056 3.1407
4 S -1.6292 1.6079 -0.2063
5 N -1.9485 -0.8561 0.8793
6 N -2.2833 -0.6604 -1.3794
7 C 2.4955 1.1344 -1.6401
8 C 2.2539 1.4429 -2.9490
9 C -1.5322 -3.0725 -1.5095
10 C 2.7887 1.8811 0.6990
11 C -0.1648 -0.7290 2.5931
12 C -2.6721 -2.0587 -1.6038
13 C 2.2983 3.5504 -1.0619
14 C 2.0407 3.8280 -2.3739
15 C 2.0257 2.7787 -3.3049
16 C -1.6092 -0.4051 2.2319
17 C -1.9372 -0.1230 -0.2208
18 C -0.6010 -3.0267 3.6097
19 C -0.5590 -3.0796 -2.6853
20 C 0.3226 -1.8377 -2.7757
21 C 0.1816 -2.2169 2.5812
22 C -0.3342 4.4540 2.9189
23 C 2.5283 2.1838 -0.6434
24 H 0.5020 -0.1973 1.8911
25 H -0.9653 -2.9218 -0.5841
26 H 2.2485 0.6750 -3.7093
27 H 2.3611 4.3349 -0.3197
28 H 0.0225 -2.6275 1.5781
29 H 1.8370 3.0125 -4.3463
30 H 3.0246 2.6480 1.4285
31 H 2.7003 0.1184 -1.3274
32 H 0.0304 -0.3174 3.5876
33 H -0.2349 -0.9458 -3.0696
34 H 1.2503 -2.3226 2.7763
35 H -0.2499 -4.0568 3.6377
36 H -1.6703 -3.0588 3.3913
37 H 1.8682 4.8426 -2.7041
38 H -3.4734 -2.3080 -0.9023
39 H 0.7899 -1.6381 -1.8050
40 H -2.2125 -1.8264 0.7844
41 H 0.5152 5.0071 3.2997
42 H -2.2677 -0.0260 -2.1614
43 H 1.1147 -1.9838 -3.5121
44 H -2.2988 -0.9010 2.9133
45 H -0.4803 -2.6090 4.6104
46 H -1.1103 -3.2186 -3.6186
47 H 0.0834 -3.9553 -2.5824
48 H -1.8064 0.6631 2.2864
49 H 3.0852 0.8722 0.9692
50 H -3.1229 -2.0872 -2.5950
51 H -1.9990 -4.0556 -1.4252
52 H -1.2410 4.6689 3.4710

Calculated values
* total energy: -60637.002 eV
* spin multiplicity: 1
* charge: +2

=====

(4)
C17H29AuN3OSeTa | ωB97M-V/def2-TZVPD

Cartesian coordinates (Å):
1 Au -0.8681 2.3906 0.9321
2 Ta -0.5733 -0.2880 0.4303
3 Se -0.0148 -1.0449 2.7047
4 O -4.1847 -2.6749 0.1234
5 N 0.2820 1.4180 -0.4325
6 N -2.3416 -1.0942 0.2070
7 N 0.2322 -1.4518 -0.9076
8 C 0.3729 2.4457 5.9143
9 C -0.0102 3.2842 -1.9600
10 C -0.1063 -2.5498 -1.8383
11 C -0.4083 -3.7791 -0.9901
12 C -1.0055 0.8895 4.6651
13 C -1.6668 1.4074 -1.8944
14 C 1.4180 0.8600 4.4019
15 C 0.6299 1.0160 -2.8367
16 C 0.1482 0.3702 4.0684
17 C 1.5244 1.9067 5.3230
18 C -3.2867 -1.9142 0.1437
19 C -1.3208 -2.1588 -2.6613
20 C -0.1946 1.7741 -1.8020
21 C 1.0561 -2.8379 -2.7894
22 C 1.7329 1.7232 -0.2246
23 C 1.6317 -1.4894 -0.3594
24 C -0.8916 1.9366 5.5836
25 H 0.7211 -3.5918 -3.5147
26 H -1.1283 -1.2530 -3.2520
27 H 0.1706 1.1658 -3.8255
28 H -1.8820 0.3697 -1.5521
29 H -0.4689 3.8107 -1.1114
30 H 2.3653 1.2405 -0.9866
31 H 1.3530 -1.9421 -3.3453
32 H 1.9310 -2.5401 -0.2179
33 H -1.9816 1.4875 -2.9459
34 H 1.9236 -3.2484 -2.2631
35 H 2.2981 0.4237 3.9291
36 H -1.2505 -3.5926 -0.3122
37 H 2.3369 -0.9824 -1.0380
38 H 0.4592 3.2626 6.6333
39 H 2.0542 1.3949 0.7729
40 H 1.0513 3.5474 -2.0149
41 H -1.7893 2.3538 6.0420
42 H 1.8695 2.8127 -0.2879
43 H -1.9768 0.4842 4.3812
44 H 1.6892 -1.0200 0.6511
45 H -0.5040 3.6095 -2.8848
46 H -2.2134 -2.0163 -2.0482
47 H 2.5079 2.3018 5.5826
48 H 0.4690 -4.0590 -0.3948
49 H 1.6595 1.3945 -2.8747
50 H -0.6685 -4.6141 -1.6568
51 H -1.5251 -2.9818 -3.3642
52 H 0.6407 -0.0590 -2.6129
53 H -2.2669 2.1020 -1.2894

Calculated values
* total energy: -95191.557 eV
* spin multiplicity: 1
* charge: +2

=====

(5)
C17H29BFN3O2S | ωB97M-V/def2-TZVPD

Cartesian coordinates (Å):
1 S 0.1131 -0.2413 -4.5336
2 F -1.5744 1.1255 -2.1308
3 O -3.7400 0.2894 1.1050
4 O -1.1073 -1.6727 -0.1843
5 N 0.1006 -1.6399 -2.1441
6 N 1.1139 -1.9549 0.0030
7 N 0.2000 0.5077 0.9842
8 C -1.4389 0.5746 -0.8568
9 C 2.2470 -2.4647 -0.7744
10 C -2.1523 -0.7858 -0.6753
11 C -0.4128 2.9983 0.9604
12 C -2.9186 -1.2845 -1.9137
13 C 0.1171 -1.2148 -0.7290
14 C 3.4109 -2.8647 0.1582
15 C 0.0271 0.3277 -0.4483
16 C 2.2974 1.7058 -0.4588
17 C 3.4290 0.7706 0.0130
18 C 3.1257 -0.1087 2.5036
19 C 3.3103 0.2867 1.3869
20 C -1.4542 3.9318 1.5960
21 C -3.7649 -2.2521 0.9808
22 C -0.3821 1.6493 1.6817
23 C 0.0681 -1.0390 -3.1866
24 C 1.1222 1.1033 -1.2233
25 B -3.2302 -0.8553 0.5060
26 H 0.5487 3.5021 1.0478
27 H -1.0660 4.3965 2.5043
28 H -1.9934 1.2705 -0.2308
29 H 2.9210 -0.4531 3.4888
30 H 0.0602 -0.3419 1.5095
31 H -4.0258 -2.2056 2.0388
32 H 3.7363 -3.8811 -0.0680
33 H 2.6076 -1.7037 -1.4615
34 H 0.2165 1.7959 2.5874
35 H -2.7405 -2.3450 -2.0795
36 H 4.2748 -2.2194 0.0085
37 H -2.6922 -0.7161 -2.8134
38 H -4.6994 -2.4478 0.4433
39 H 2.7704 2.3754 -1.1836
40 H -1.3965 1.4549 2.0680
41 H -3.0641 -3.0642 0.8011
42 H -2.3621 3.3940 1.8751
43 H 3.5861 -0.0421 -0.6975
44 H 1.9747 -3.3594 -1.3393
45 H 0.6330 1.8906 -1.8012
46 H 1.5589 0.4589 -1.9906
47 H 0.6067 -2.7475 0.3809
48 H -0.6458 2.9256 -0.1000
49 H -1.7138 4.7397 0.9134
50 H 4.3454 1.3689 -0.0119
51 H -3.9931 -1.1598 -1.7442
52 H 2.0154 2.3327 0.3812
53 H -3.0770 0.7261 1.6516
54 H 3.1071 -2.8375 1.2018

Calculated values
* total energy: -40891.910 eV
* spin multiplicity: 1
* charge: 0
* SMILES: C#CCCC[C@@]1(NCCC)[C@@H](F)[C@](C)(B(C)O)O[C@]1(N=C=S)NCC

=====

(6)
C17H29ClF4NO5 | ωB97M-V/def2-TZVPD

Cartesian coordinates (Å):
1 Cl -0.6837 -2.4102 -2.1117
2 F -3.3354 2.7692 0.7260
3 F -4.3475 4.6455 1.0425
4 F 3.1821 0.6593 0.2472
5 F -2.3293 4.3711 1.7590
6 O -0.5152 -0.4945 0.1011
7 O -0.7777 -5.2804 0.4446
8 O -2.0955 3.8470 -1.3665
9 O -0.1026 -3.1585 0.8939
10 O -2.7182 5.8882 -0.6449
11 N 0.9550 -1.8562 -2.3153
12 C 2.2053 -2.9616 0.1144
13 C 1.4401 -0.8360 -1.3021
14 C 1.8993 -3.8288 -1.1360
15 C -1.4392 0.4481 0.6242
16 C 2.4167 -0.2368 3.3727
17 C 1.8882 -3.0372 -2.4152
18 C -3.1850 6.4182 -2.9808
19 C -1.9281 -4.1012 2.1976
20 C 1.7865 -0.2063 1.9653
21 C 0.3422 0.0908 -0.8316
22 C 1.2687 -3.3422 1.2430
23 C -3.1769 4.0889 0.7681
24 C 2.4134 -1.4803 -0.2735
25 C -2.1989 6.5164 -1.8384
26 C 2.7844 -0.5394 0.8646
27 C -0.9044 -4.2565 1.1167
28 C -2.6002 4.5825 -0.5694
29 H 0.8878 -0.8044 1.9387
30 H -2.2889 -3.0811 2.2755
31 H 2.6923 -4.5623 -1.2556
32 H 3.3467 -1.5417 -0.8343
33 H 2.0705 0.6203 3.9424
34 H -1.4986 -4.3910 3.1524
35 H -2.4055 -0.0189 0.7688
36 H -4.1473 6.8393 -2.6909
37 H -2.8097 6.9663 -3.8435
38 H 3.1818 -3.2965 0.4585
39 H 1.4687 0.8184 1.7935
40 H 1.4878 -2.8378 2.1785
41 H 1.5797 -3.6055 -3.2852
42 H 3.6934 -0.9395 1.3096
43 H 3.4967 -0.1507 3.3297
44 H -3.3466 5.3818 -3.2752
45 H 2.8634 -2.6126 -2.6385
46 H -2.0321 7.5534 -1.5591
47 H 1.4359 -4.4042 1.4323
48 H -1.0856 0.8510 1.5722
49 H 2.1213 -1.1152 3.9362
50 H -2.7628 -4.7576 1.9875
51 H -0.2256 0.4329 -1.7066
52 H 0.9486 -1.4010 -3.2244
53 H 2.0757 -0.1774 -1.8912
54 H -1.5722 1.2850 -0.0569
55 H 0.9857 -4.3967 -0.9991
56 H 0.8317 0.9723 -0.4191
57 H -1.2367 6.0743 -2.0918

Calculated values
* total energy: -53211.489 eV
* spin multiplicity: 1
* charge: +1

=====

(7)
C17H29ClNO9 | ωB97M-V/def2-TZVPD

Cartesian coordinates (Å):
1 Cl -0.3347 -0.4847 0.1454
2 O -2.8943 2.1475 3.5691
3 O -0.0036 0.0073 -1.2215
4 O -3.8013 -1.1134 -5.0321
5 O 3.8361 4.1528 -1.0063
6 O -1.5627 0.0754 0.6598
7 O 5.7606 -0.4408 -1.3788
8 O 4.5873 -1.8140 -0.0151
9 O 0.6077 0.0748 1.0588
10 O -0.3606 -1.8802 0.1796
11 N -2.6860 -1.6242 3.0756
12 C -3.3920 -2.9230 4.7149
13 C -2.7168 -1.0829 -4.4402
14 C 4.7019 -1.0608 -1.1511
15 C 3.6597 -1.3855 -2.0788
16 C -3.9304 -1.1264 3.4077
17 C -2.3980 -2.0017 -3.2768
18 C -4.4214 -2.0365 4.3190
19 C 3.9261 3.0263 -0.5485
20 C -2.4001 -2.7383 3.8493
21 C 2.9164 2.0251 -0.7820
22 C 5.2035 2.6330 0.0048
23 C -1.5829 -0.1592 -4.8743
24 C 3.2134 -2.1171 0.1869
25 C -1.5452 3.7019 2.2156
26 C 2.8644 -2.3924 -1.2532
27 C -2.7529 2.7811 2.5077
28 C -3.7802 2.6296 1.4014
29 H -1.8140 -2.8464 -3.6421
30 H -3.6106 3.5098 0.7812
31 H -0.7307 -0.1301 -4.1953
32 H -1.3466 -0.5008 -5.8821
33 H 3.1075 -2.9683 0.8594
34 H -2.0819 -1.1945 2.3898
35 H -0.9562 3.4201 1.3428
36 H -2.0613 0.8088 -5.0234
37 H 5.1112 2.4698 1.0786
38 H 3.0002 1.7625 -1.8366
39 H 3.0404 -0.5167 -2.3017
40 H 1.7921 -2.2271 -1.3576
41 H -5.4446 -1.8965 4.6351
42 H 5.5673 1.7021 -0.4301
43 H 1.8994 2.3933 -0.6468
44 H -1.4705 -3.2167 3.5781
45 H -1.8390 -1.5379 -2.4641
46 H 3.1220 -3.3874 -1.6162
47 H -4.3357 -0.2312 2.9598
48 H 3.1237 1.2704 -0.0233
49 H -3.2821 -3.8197 5.3067
50 H -3.3585 -2.4817 -3.0890
51 H 4.1200 -1.8616 -2.9445
52 H -0.8284 3.4977 3.0109
53 H -4.8459 2.4141 1.4774
54 H -3.5049 1.8371 0.7055
55 H -1.9146 4.7273 2.2296
56 H 5.9721 3.4015 0.0868
57 H 2.8556 -1.2715 0.7742

Calculated values
* total energy: -50526.989 eV
* spin multiplicity: 2
* charge: 0

=====

(8)
C17H29FHfNO2P2 | ωB97M-V/def2-TZVPD

Cartesian coordinates (Å):
1 Hf -0.1825 1.0467 1.6643
2 P 2.4369 0.4367 0.5560
3 P -2.2779 0.3349 0.2954
4 F -0.0879 2.2517 3.1552
5 O 0.7728 -1.5634 -2.2090
6 O -1.7011 -1.1744 -4.1916
7 N 0.0909 2.0801 -0.5691
8 C 3.1203 -0.8151 -0.5651
9 C -0.9918 2.1855 -1.3821
10 C 3.8171 0.5374 1.7041
11 C -2.2397 1.3498 -1.1760
12 C -0.1274 -3.8760 3.3997
13 C 0.2276 -2.6316 1.3465
14 C 2.6113 1.9630 -0.4225
15 C -0.2116 -1.4591 1.9943
16 C -0.6285 -2.7209 4.0092
17 C -2.9136 -1.2789 -0.2871
18 C 0.2742 3.6484 -2.8698
19 C 1.4438 3.3270 -2.1808
20 C 0.2935 -3.8469 2.0634
21 C -0.9103 3.0200 -2.4999
22 C -3.7545 1.0615 1.0863
23 C -0.6875 -1.5080 3.2996
24 C 1.3165 2.4345 -1.0953
25 H 2.4398 3.7099 -2.4336
26 H -2.4221 0.6162 -1.9636
27 H 0.3276 4.4177 -3.6531
28 H -4.0115 0.4954 1.9980
29 H 3.4282 1.7818 -1.1710
30 H 0.8764 -2.4355 -2.7029
31 H 1.0434 -0.0503 0.6602
32 H 4.0729 -0.4976 -1.0276
33 H -3.0562 2.0869 -1.1398
34 H -1.1129 -0.5996 3.7576
35 H 2.9840 2.7539 0.2723
36 H -0.2263 -1.5245 -2.1844
37 H 2.4406 -0.8692 -1.4085
38 H -1.0898 -0.8041 -3.5504
39 H -0.9742 -2.7334 5.0464
40 H 0.6792 -4.7556 1.5794
41 H 3.6867 1.3757 2.3929
42 H -2.0711 -0.3343 -4.5786
43 H 0.5566 -2.6116 0.2949
44 H 4.7858 0.6898 1.1903
45 H -2.6377 -1.4893 -1.3301
46 H -1.8159 3.2041 -3.0737
47 H -4.5480 1.0153 0.3159
48 H -3.4903 2.1095 1.3106
49 H -2.5593 -2.1009 0.3476
50 H -4.0142 -1.2669 -0.2425
51 H 3.1749 -1.8075 -0.0984
52 H 3.9080 -0.3776 2.2956
53 H -0.0653 -4.8014 3.9707

Calculated values
* total energy: -46278.448 eV
* spin multiplicity: 1
* charge: +1